The following is a quantum chemistry calculation of the molecule C27H32N6O3 at a distorted geometry, from the Open Molecules 2025 dataset.

Element x y z (Å)
O -5.70973 -1.72433 -0.04288
O 0.70351 1.65605 2.20104
O 4.26214 -0.60415 -0.99325
N -0.57918 -2.11385 -1.02875
N -0.88268 -0.13202 -1.78555
N -1.39132 -1.28927 -1.67700
N 0.31400 -0.15836 -1.19940
N 2.11886 -0.99176 1.05024
N -1.47116 1.34232 1.70585
C 0.73759 2.13125 -1.97281
C 1.29343 -1.12683 2.24408
C -0.00328 3.71201 -0.17545
C -0.97656 4.44536 0.48088
C -0.20994 0.87316 1.97993
C 3.54509 -1.06189 1.30820
C -2.40586 -0.82357 1.33183
C 5.82791 -0.09756 0.71372
C -0.33620 2.90729 -1.25897
C 1.23931 0.94158 -1.15302
C -2.29406 4.39041 0.05299
C -0.08186 -0.58105 1.98673
C -4.63880 -1.05095 0.45273
C -5.53210 -3.05740 -0.48850
C -2.54666 0.57385 1.34747
C 1.70840 -1.88376 -0.02097
C -4.79329 0.34332 0.54573
C 0.48939 -1.41113 -0.71791
C 5.55342 -0.94217 -1.47029
C 6.43144 -1.12852 -0.23721
C 4.33456 -0.14408 0.35637
C -1.14357 -1.36919 1.70864
C -3.76966 1.14294 0.98657
C -2.63266 3.58671 -1.02307
C -4.66409 -3.14592 -1.73985
C -1.66010 2.84505 -1.67101
C -3.45851 -1.62620 0.88007
H 5.93321 -0.12206 -2.09617
H 6.31350 -2.13508 0.16519
H -3.89037 2.21395 1.03283
H 1.75190 -0.52346 3.03065
H 1.38655 1.22587 -0.10678
H 2.19555 0.57643 -1.54267
H -6.54738 -3.40093 -0.70641
H 0.36022 1.77118 -2.93095
H 3.72879 -0.70010 2.32085
H -1.56664 2.35214 1.66419
H -3.65700 3.53790 -1.36214
H -1.03727 -2.44554 1.70835
H -5.73613 0.76791 0.23973
H 5.46601 -1.84119 -2.08531
H 3.92780 -2.09210 1.23228
H 7.48326 -0.95238 -0.44821
H -3.66923 -2.74334 -1.56153
H -0.70398 5.06678 1.32172
H 1.02112 3.76318 0.16215
H -5.12095 -2.57513 -2.54424
H -5.12554 -3.68298 0.31599
H -3.05169 4.97499 0.55615
H 2.51814 -1.90615 -0.75631
H 6.00582 -0.33056 1.76056
H 1.52014 -2.91163 0.33343
H 1.22405 -2.17661 2.57915
H -1.93025 2.20787 -2.49855
H -3.29658 -2.69090 0.84485
H -4.57663 -4.18368 -2.04949
H 3.87218 0.84858 0.40156
H 1.59044 2.78803 -2.15808
H 6.23316 0.89169 0.49999

## Properties
- E: -43601.354 eV
- Gap between HOMO and LUMO: 8.15 eV
- Energy relative to the best compared isomer or geometry (same formula, charge and spin): 1.958 eV
- SMILES: CCOc1ccc2[nH]c(=O)c(CN(Cc3nnnn3CCc3ccccc3)C[C@H]3CCCO3)cc2c1

The following is a quantum chemistry calculation of the molecule C27H32N6OS at a distorted geometry, from the Open Molecules 2025 dataset.

Element x y z (Å)
S -1.32706 -0.57278 -1.61518
O 2.32413 0.00815 0.19900
N -0.78340 -0.22811 1.48988
N 1.20249 1.92245 3.33466
N 1.85478 3.01874 1.61758
N 2.10813 2.74915 2.82797
N 2.17768 -1.55343 -1.40907
N 0.74896 2.36145 1.27364
C -0.60231 3.80432 -0.18733
C 1.24231 2.48287 -1.12472
C -1.09663 0.34678 3.92597
C 0.37664 -4.72345 -1.70673
C -3.66543 0.37094 -2.06779
C -3.05193 1.61371 3.41070
C 3.14439 -2.35395 -4.00239
C 0.81510 -5.15970 -2.93320
C 0.29327 -1.16479 1.80141
C -3.62763 0.06083 -0.68848
C 0.34466 1.67368 2.37025
C -0.90232 0.85143 2.47222
C 0.80471 -1.79039 0.53640
C -2.11378 1.79039 2.21684
C 1.70941 -4.38696 -3.67077
C 1.39992 3.95320 -1.49486
C -2.43564 -0.45635 -0.28559
C -2.49682 0.08799 -2.69252
C 1.80576 -1.02052 -0.19597
C 0.15941 2.46641 -0.03462
C 0.38632 -2.98352 0.06233
C 2.18074 -3.17755 -3.20035
C -2.09415 1.31088 4.55796
C -2.01844 -0.88567 1.08719
C 1.73604 -2.73263 -1.94337
C -0.03572 4.46381 -1.44612
C 0.82839 -3.50270 -1.19309
H -1.76398 2.82325 2.20255
H 4.08440 -2.22300 -3.46553
H 2.16211 2.03414 -0.75880
H -2.24183 0.22178 -3.72481
H -2.59381 0.88256 5.42573
H 0.88691 1.91046 -1.98349
H -1.86184 -1.96964 1.07971
H 0.46913 -6.10074 -3.33243
H 2.72914 -1.36864 -4.21506
H -4.52439 0.78875 -2.56144
H -0.10036 5.54981 -1.40313
H 2.86409 -1.01519 -1.92302
H 2.00224 4.45609 -0.73851
H -1.52280 -0.65824 3.89965
H -0.49715 1.60167 -0.13902
H 1.86493 4.09191 -2.46946
H -0.39610 4.43606 0.67850
H -3.65742 2.50189 3.58613
H -0.58230 4.11990 -2.32645
H 1.10925 -0.59862 2.25455
H -1.67907 3.65219 -0.25308
H -0.31305 -3.58577 0.62830
H -3.72697 0.76881 3.25584
H 3.36087 -2.84293 -4.94822
H -4.46010 0.21580 -0.02407
H -0.31946 -5.31141 -1.12743
H -0.15049 0.31768 4.46068
H -2.59367 1.58895 1.26257
H 2.04356 -4.74288 -4.63437
H -2.83965 -0.68171 1.78293
H -0.03045 -1.94774 2.50527
H -1.58035 2.22203 4.86524

## Properties
- E: -50342.269 eV
- Gap between HOMO and LUMO: 8.65 eV
- Energy relative to the best compared isomer or geometry (same formula, charge and spin): 0.000 eV
- SMILES: Cc1cccc2cc(CN(Cc3cccs3)C3(c4nnnn4C4CCCC4)CCCC3)c(=O)[nH]c12

The following is a quantum chemistry calculation of a cluster of 2 separate species, C27H32NO6 in total at a distorted geometry, from the Open Molecules 2025 dataset.

Element x y z (Å)
O 1.90487 3.34178 5.66231
O 1.67335 1.37936 2.82398
O -2.06359 -1.91799 2.41007
O -3.19085 0.06392 2.49007
O 2.44476 -0.24280 1.39916
O 3.09188 1.95914 7.07144
N 0.88657 0.31752 6.88490
C -4.42761 -0.67548 2.42226
C 0.01139 -0.18437 7.71337
C -2.07536 -0.69913 2.47430
C 0.37562 -1.49423 8.26328
C -2.61536 2.51491 7.68857
C -2.12254 0.11408 9.03876
C -1.18708 0.57288 8.07893
C 1.15679 1.14958 5.94910
C 1.62380 5.66720 5.48598
C 2.21774 -2.98528 8.80573
C 4.56123 -0.24446 0.29798
C 1.31285 -3.90534 9.35059
C 1.74835 -1.78564 8.27409
C -5.54360 0.34552 2.38741
C -0.54052 -2.46934 8.70989
C -0.85879 0.12159 2.52711
C 3.74135 0.40231 1.38948
C -3.36735 0.73951 9.15610
C -1.41678 1.82924 7.47484
C 2.18237 2.16392 6.28530
C 0.28357 -0.46322 2.21809
C 3.66013 4.75158 6.65342
C 1.51733 0.33408 2.20482
C 2.17320 4.58948 6.41397
C 1.49152 4.60454 7.77001
C -0.06424 -3.63483 9.32246
C -3.62179 1.93670 8.47344
H -1.85919 -0.71887 9.68857
H -0.95287 1.17630 2.75622
H 2.43284 -1.04156 7.86588
H 4.04255 -0.20639 -0.66600
H 5.50166 0.29401 0.18474
H 3.62656 1.47987 1.19499
H 4.20253 0.26766 2.37494
H 0.67747 1.21999 4.96345
H 1.67272 -4.84254 9.77851
H 4.02235 3.88852 7.22408
H 2.15692 5.63834 4.52611
H -6.50654 -0.16274 2.34417
H -4.51577 -1.33091 3.29880
H -4.60070 2.41742 8.55176
H 3.28502 -3.19260 8.78660
H -4.13681 0.28273 9.77960
H 1.66734 5.57130 8.26103
H 4.19826 4.79563 5.70011
H -2.76048 3.49127 7.21994
H 0.55573 5.49446 5.30015
H 0.34600 -1.50177 1.91131
H 4.78949 -1.29028 0.51847
H -5.52708 0.97742 3.28330
H -5.45378 0.98409 1.50068
H 0.40860 4.45745 7.68561
H -0.77245 -4.33387 9.77254
H 1.73691 6.67464 5.90676
H -0.64867 2.28141 6.83993
H 3.85699 5.67299 7.22170
H -4.44402 -1.30307 1.52085
H -1.61534 -2.31545 8.56683
H 1.93078 3.82326 8.40433

## Properties
- E: -42292.079 eV
- Gap between HOMO and LUMO: 3.34 eV
- Energy relative to the best compared isomer or geometry (same formula, charge and spin): 0.000 eV
- Charge: -1

Number 3 is which compound? C27H32NO6

Repeat the third record exactly.
The following is a quantum chemistry calculation of a cluster of 2 separate species, C27H32NO6 in total at a distorted geometry, from the Open Molecules 2025 dataset.

Element x y z (Å)
O 1.90487 3.34178 5.66231
O 1.67335 1.37936 2.82398
O -2.06359 -1.91799 2.41007
O -3.19085 0.06392 2.49007
O 2.44476 -0.24280 1.39916
O 3.09188 1.95914 7.07144
N 0.88657 0.31752 6.88490
C -4.42761 -0.67548 2.42226
C 0.01139 -0.18437 7.71337
C -2.07536 -0.69913 2.47430
C 0.37562 -1.49423 8.26328
C -2.61536 2.51491 7.68857
C -2.12254 0.11408 9.03876
C -1.18708 0.57288 8.07893
C 1.15679 1.14958 5.94910
C 1.62380 5.66720 5.48598
C 2.21774 -2.98528 8.80573
C 4.56123 -0.24446 0.29798
C 1.31285 -3.90534 9.35059
C 1.74835 -1.78564 8.27409
C -5.54360 0.34552 2.38741
C -0.54052 -2.46934 8.70989
C -0.85879 0.12159 2.52711
C 3.74135 0.40231 1.38948
C -3.36735 0.73951 9.15610
C -1.41678 1.82924 7.47484
C 2.18237 2.16392 6.28530
C 0.28357 -0.46322 2.21809
C 3.66013 4.75158 6.65342
C 1.51733 0.33408 2.20482
C 2.17320 4.58948 6.41397
C 1.49152 4.60454 7.77001
C -0.06424 -3.63483 9.32246
C -3.62179 1.93670 8.47344
H -1.85919 -0.71887 9.68857
H -0.95287 1.17630 2.75622
H 2.43284 -1.04156 7.86588
H 4.04255 -0.20639 -0.66600
H 5.50166 0.29401 0.18474
H 3.62656 1.47987 1.19499
H 4.20253 0.26766 2.37494
H 0.67747 1.21999 4.96345
H 1.67272 -4.84254 9.77851
H 4.02235 3.88852 7.22408
H 2.15692 5.63834 4.52611
H -6.50654 -0.16274 2.34417
H -4.51577 -1.33091 3.29880
H -4.60070 2.41742 8.55176
H 3.28502 -3.19260 8.78660
H -4.13681 0.28273 9.77960
H 1.66734 5.57130 8.26103
H 4.19826 4.79563 5.70011
H -2.76048 3.49127 7.21994
H 0.55573 5.49446 5.30015
H 0.34600 -1.50177 1.91131
H 4.78949 -1.29028 0.51847
H -5.52708 0.97742 3.28330
H -5.45378 0.98409 1.50068
H 0.40860 4.45745 7.68561
H -0.77245 -4.33387 9.77254
H 1.73691 6.67464 5.90676
H -0.64867 2.28141 6.83993
H 3.85699 5.67299 7.22170
H -4.44402 -1.30307 1.52085
H -1.61534 -2.31545 8.56683
H 1.93078 3.82326 8.40433

## Properties
- E: -42292.079 eV
- Gap between HOMO and LUMO: 3.34 eV
- Energy relative to the best compared isomer or geometry (same formula, charge and spin): 0.000 eV
- Charge: -1

What is the formula in the second record? C27H32N6OS

Look up the E of the first one. -43601.354 eV